(1)
Density functional theory data (ωB97M-V/def2-TZVPD) for C24H53ClGaNOS as an isolated structure.

Structure (ORCA input):
```
! RIJCOSX wB97M-V def2-TZVPD def2/J DEFGRID3
* xyz 0 1
C 6.42 -0.82 -0.38
O 5.62 0.08 -1.12
C 4.75 -0.56 -2.04
C 4.21 0.48 -3.01
C 2.82 0.14 -3.57
C 2.85 -0.70 -4.87
C 2.34 -2.14 -4.68
C 0.85 -2.29 -5.02
C 0.18 -3.50 -4.33
C -0.91 -3.12 -3.32
C -2.33 -3.31 -3.85
C -3.42 -2.61 -3.05
C -3.59 -3.10 -1.60
C -2.69 -2.40 -0.57
Ga -3.27 -0.55 -0.04
Cl -1.58 0.18 1.42
C -3.34 0.91 -1.44
C -4.60 1.78 -1.32
C -5.01 2.46 -2.62
S -3.78 3.59 -3.32
H 6.39 -0.53 0.67
H 7.46 -0.78 -0.72
H 6.07 -1.85 -0.47
H 5.29 -1.35 -2.58
H 3.92 -1.03 -1.49
H 4.91 0.59 -3.84
H 4.18 1.44 -2.49
H 2.26 -0.41 -2.81
H 2.27 1.07 -3.73
H 2.24 -0.20 -5.63
H 3.87 -0.73 -5.25
H 2.92 -2.82 -5.30
H 2.50 -2.45 -3.64
H 0.75 -2.38 -6.10
H 0.33 -1.38 -4.72
H -0.25 -4.17 -5.09
H 0.95 -4.09 -3.82
H -0.78 -2.07 -3.02
H -0.78 -3.70 -2.40
H -2.54 -4.38 -3.94
H -2.36 -2.91 -4.87
H -3.25 -1.54 -3.07
H -4.37 -2.78 -3.58
H -3.40 -4.18 -1.59
H -4.64 -2.98 -1.30
H -2.68 -2.99 0.36
H -1.65 -2.37 -0.91
H -4.62 -0.56 0.83
H -3.27 0.51 -2.45
H -2.46 1.54 -1.29
H -4.45 2.55 -0.55
H -5.45 1.16 -1.01
H -5.29 1.72 -3.36
H -5.89 3.10 -2.47
H -2.80 2.69 -3.46
C -2.33 2.72 4.72
C -1.81 1.30 4.92
C -0.59 1.09 5.78
N 0.69 1.67 5.20
C 0.76 1.42 3.72
C 0.83 3.15 5.49
C 1.81 3.24 6.64
C 2.81 2.14 6.29
C 1.89 1.01 5.87
H -1.63 3.35 4.16
H -3.25 2.68 4.14
H -2.55 3.22 5.67
H -1.60 0.86 3.95
H -2.61 0.70 5.37
H -0.40 0.02 5.87
H -0.68 1.51 6.79
H 0.00 2.01 3.20
H 0.59 0.37 3.51
H 1.75 1.72 3.38
H 1.22 3.63 4.60
H -0.16 3.56 5.71
H 1.32 3.03 7.59
H 2.26 4.23 6.72
H 3.44 1.85 7.13
H 3.45 2.45 5.47
H 1.53 0.46 6.73
H 2.34 0.31 5.16
*
```

Properties
- Kohn-Sham gap: 6.69 eV
- Lowest unoccupied orbital energy: -0.38 eV

These are the Mulliken partial charges, in e, on atoms 1 to 8:
1 C -0.7000
2 O -0.3727
3 C -0.3859
4 C -0.7854
5 C -0.6505
6 C -0.8964
7 C -0.8221
8 C -0.7726


(2)
Density functional theory data (ωB97M-V/def2-TZVPD) for a 6-piece molecular cluster, C24H53N4O15 overall.

Structure (ORCA input):
```
! RIJCOSX wB97M-V def2-TZVPD def2/J DEFGRID3
* xyz -1 1
N 1.67 -0.07 0.78
O 1.97 0.84 0.02
O 0.53 -0.12 1.29
O 2.50 -0.89 1.13
C -2.16 2.17 0.37
O -3.29 1.49 0.98
C -4.57 1.75 0.32
C -5.67 1.06 1.19
N -5.88 -0.35 0.92
C -6.31 -0.72 -0.44
C -6.62 -2.20 -0.47
O -7.75 -2.49 0.31
C -8.25 -3.76 0.17
H -1.21 1.86 0.80
H -2.20 3.21 0.68
H -2.22 2.26 -0.72
H -4.51 1.35 -0.69
H -4.75 2.82 0.43
H -6.57 1.64 1.01
H -5.57 1.27 2.26
H -6.68 -0.67 1.45
H -5.65 -0.51 -1.28
H -7.25 -0.20 -0.67
H -5.75 -2.80 -0.24
H -6.90 -2.45 -1.49
H -7.57 -4.51 0.57
H -8.62 -3.87 -0.85
H -9.17 -3.88 0.75
C 2.22 -4.46 0.33
O 1.07 -3.60 0.69
C -0.06 -4.01 -0.12
C -1.18 -3.00 0.08
N -1.59 -2.88 1.49
C -2.51 -1.66 1.55
C -2.81 -1.36 3.03
O -1.58 -0.98 3.62
C -1.37 0.41 3.79
H 3.13 -4.13 0.84
H 2.45 -4.44 -0.73
H 2.08 -5.51 0.59
H -0.34 -5.04 0.09
H 0.16 -3.96 -1.18
H -1.98 -3.51 -0.46
H -0.83 -2.07 -0.37
H -2.21 -3.67 1.63
H -3.42 -1.94 1.01
H -2.09 -0.75 1.11
H -3.28 -2.26 3.42
H -3.52 -0.53 3.12
H -1.37 0.84 2.79
H -0.41 0.57 4.28
H -2.18 0.88 4.34
C 3.25 4.19 -0.17
O 2.09 4.90 0.29
C 0.81 4.31 -0.02
C 0.34 4.10 -1.51
N 0.86 2.90 -2.12
C 0.04 2.43 -3.27
C 0.64 2.98 -4.59
O -0.24 2.60 -5.64
C 0.17 2.86 -7.02
H 3.32 3.18 0.23
H 4.12 4.76 0.15
H 3.33 4.10 -1.26
H 0.13 4.95 0.53
H 0.71 3.34 0.47
H 0.63 4.93 -2.14
H -0.75 4.06 -1.48
H 1.15 2.15 -1.51
H -1.05 2.52 -3.19
H 0.26 1.37 -3.35
H 1.62 2.56 -4.79
H 0.73 4.06 -4.70
H 1.14 2.42 -7.23
H 0.11 3.89 -7.38
H -0.50 2.33 -7.70
C 7.42 -1.97 2.86
C 7.24 -3.48 2.95
O 5.89 -3.59 3.29
C 5.22 -2.48 2.98
O 3.97 -2.35 3.04
O 6.09 -1.50 2.76
H 7.84 -1.57 1.94
H 7.90 -1.50 3.72
H 7.96 -3.82 3.70
H 7.41 -3.90 1.96
C 5.78 0.15 0.01
C 5.83 0.59 -1.46
O 6.50 1.80 -1.37
C 6.47 2.28 -0.07
O 6.96 3.36 0.29
O 5.82 1.42 0.69
H 6.67 -0.41 0.31
H 4.98 -0.54 0.28
H 4.83 0.55 -1.88
H 6.37 -0.09 -2.11
*
```

Properties
- Kohn-Sham gap: 6.80 eV
- Lowest unoccupied orbital energy: 2.24 eV

These are the Mulliken partial charges, in e, on atoms 1 to 8:
1 N 0.9134
2 O -0.8761
3 O -0.5966
4 O -0.5614
5 C -0.7685
6 O -0.0682
7 C -0.4005
8 C -1.1486


(3)
Density functional theory data (ωB97M-V/def2-TZVPD) for a 9-piece molecular cluster, C24H54Cl6N6O6 overall.

Structure (ORCA input):
```
! RIJCOSX wB97M-V def2-TZVPD def2/J DEFGRID3
* xyz 0 1
C -3.15 -12.38 -24.94
N -3.35 -11.62 -26.16
C -2.08 -11.21 -26.82
C -4.61 -11.16 -26.51
O -4.91 -10.49 -27.49
H -2.50 -13.21 -25.21
H -4.05 -12.76 -24.45
H -2.66 -11.75 -24.20
H -1.51 -12.08 -27.14
H -2.28 -10.54 -27.65
H -1.43 -10.69 -26.11
H -5.30 -11.49 -25.72
C -9.55 -4.79 -28.98
N -10.64 -3.92 -28.44
C -10.65 -2.51 -28.88
C -11.40 -4.29 -27.39
O -12.23 -3.62 -26.77
H -8.55 -4.42 -28.74
H -9.63 -4.68 -30.06
H -9.71 -5.83 -28.70
H -9.69 -2.02 -28.72
H -10.84 -2.38 -29.94
H -11.45 -1.90 -28.48
H -11.07 -5.28 -27.04
C 4.59 -14.83 -23.22
N 3.48 -14.08 -22.82
C 2.47 -14.86 -22.11
C 3.41 -12.74 -23.04
O 2.46 -12.07 -22.65
H 5.33 -14.32 -23.83
H 4.21 -15.70 -23.77
H 5.10 -15.22 -22.35
H 1.53 -14.32 -22.13
H 2.29 -15.77 -22.68
H 2.67 -15.27 -21.11
H 4.33 -12.46 -23.57
C -3.65 -16.89 -28.82
N -3.78 -18.23 -29.29
C -4.71 -18.37 -30.42
C -3.43 -19.26 -28.53
O -3.81 -20.41 -28.80
H -4.62 -16.60 -28.41
H -3.45 -16.19 -29.63
H -2.79 -16.87 -28.14
H -5.79 -18.31 -30.32
H -4.52 -17.61 -31.18
H -4.46 -19.25 -31.03
H -2.97 -18.91 -27.59
C -8.26 -8.72 -19.05
N -7.35 -8.14 -20.00
C -6.24 -7.45 -19.51
C -7.68 -8.15 -21.31
O -7.07 -7.75 -22.28
H -7.73 -9.37 -18.35
H -9.04 -9.28 -19.56
H -8.74 -7.99 -18.40
H -5.53 -7.04 -20.22
H -6.65 -6.58 -19.00
H -5.65 -8.14 -18.91
H -8.67 -8.62 -21.35
C 5.21 -10.05 -31.70
N 4.27 -9.54 -30.72
C 4.01 -10.34 -29.61
C 3.57 -8.42 -31.05
O 2.73 -7.95 -30.32
H 6.15 -9.91 -31.17
H 5.25 -9.51 -32.65
H 5.01 -11.10 -31.93
H 3.63 -11.33 -29.85
H 4.96 -10.51 -29.09
H 3.51 -9.82 -28.80
H 3.85 -7.90 -31.98
Cl -7.85 -14.37 -33.56
C -7.89 -12.98 -32.47
C -9.25 -12.77 -31.73
Cl -9.56 -14.20 -30.74
H -7.61 -12.15 -33.13
H -7.01 -12.98 -31.84
H -10.07 -12.61 -32.42
H -9.11 -11.95 -31.03
Cl -2.64 -7.53 -33.56
C -3.47 -6.71 -32.19
C -4.21 -5.47 -32.72
Cl -3.22 -4.06 -33.21
H -2.79 -6.49 -31.36
H -4.21 -7.38 -31.77
H -4.88 -5.06 -31.96
H -4.92 -5.67 -33.51
Cl -3.41 -16.51 -19.92
C -4.17 -18.13 -19.82
C -5.49 -18.07 -20.61
Cl -5.18 -17.91 -22.38
H -4.32 -18.50 -18.81
H -3.47 -18.87 -20.20
H -6.04 -17.18 -20.30
H -6.11 -18.96 -20.53
*
```

Properties
- ΔE to the lowest compared entry with this formula, charge and spin: 476.7 kJ/mol
- Kohn-Sham gap: 9.45 eV
- Lowest unoccupied orbital energy: 0.18 eV

These are the Mulliken partial charges, in e, on atoms 1 to 8:
1 C -0.9217
2 N 0.0831
3 C -0.8928
4 C 0.2251
5 O -0.6012
6 H 0.2698
7 H 0.3307
8 H 0.3411


Number 1: F_max 0.48 eV Å⁻¹, E_tot -3859.3274 hartree, HOMO -0.2598 Ha. Number 2: F_max 5.67 eV Å⁻¹, E_tot -2293.5871 hartree, HOMO -0.1678 Ha. Number 3: F_max 3.34 eV Å⁻¹, E_tot -4487.8909 hartree, HOMO -0.3407 Ha.